[1]
{"formula": "C4H11ClNOPd2", "method": "wB97M-V/def2-TZVPD", "e_lumo_ev": [-10.33, -15.84], "e_above_lowest_kcal_mol": 0.3, "s_squared": 6.01, "gap_ev": [10.2, 4.4], "charge": 3, "multiplicity": 5, "e_homo_ev": [-20.48, -20.23], "species": ["Pd", "Pd", "Cl", "C", "C", "C", "O", "C", "N", "H", "H", "H", "H", "H", "H", "H", "H", "H", "H", "H"], "xyz": [[-16.5002, -13.0539, 7.4746], [-17.3430, -13.2784, 11.8081], [-17.0760, -14.4243, 9.5780], [-18.5888, -20.0394, 9.5604], [-17.4927, -18.9660, 9.7417], [-16.2098, -19.2468, 8.9035], [-15.8771, -20.6412, 9.0513], [-14.9644, -21.0480, 10.0178], [-18.0684, -17.6915, 9.3157], [-19.0366, -19.9943, 8.5651], [-19.3642, -19.8930, 10.3095], [-18.1947, -21.0462, 9.6877], [-17.2323, -18.8994, 10.7991], [-15.3716, -18.6004, 9.1706], [-16.3865, -19.1120, 7.8298], [-14.9242, -22.1350, 9.9887], [-15.3384, -20.7569, 11.0336], [-13.9818, -20.5519, 9.8831], [-17.6187, -16.7457, 9.4591], [-18.3048, -17.7037, 8.3102]], "forces_ev_per_angstrom": [[-0.129, -0.114, 0.489], [0.041, -0.029, -0.383], [0.073, 0.242, -0.127], [-0.092, -0.089, -0.135], [-0.985, -0.381, 0.843], [0.234, 0.605, -0.599], [-0.153, 0.272, 0.441], [-0.151, -0.788, -0.022], [2.481, 0.326, -2.077], [0.034, 0.016, -0.005], [-0.028, 0.055, -0.030], [0.088, 0.054, 0.083], [0.163, 0.198, -0.056], [0.040, -0.234, 0.359], [-0.149, -0.294, 0.026], [0.209, 0.038, -0.209], [0.104, 0.377, -0.175], [-0.079, 0.168, 0.088], [-0.709, -0.221, 1.149], [-0.993, -0.200, 0.340]]}

---

[2]
{"formula": "C4H11ClSSi", "method": "wB97M-V/def2-TZVPD", "e_lumo_ev": [0.86, -4.24], "s_squared": 2.01, "gap_ev": [7.1, 5.3], "charge": 0, "multiplicity": 3, "e_homo_ev": [-6.22, -9.59], "species": ["C", "C", "C", "C", "Si", "S", "Cl", "H", "H", "H", "H", "H", "H", "H", "H", "H", "H", "H"], "xyz": [[-0.8089, -0.0363, -2.3774], [-0.2163, 0.1479, -0.9878], [-1.1681, -0.3663, 0.0885], [-0.6457, -0.1534, 1.4968], [2.4128, -0.6309, 1.8081], [0.5214, -1.5026, 2.0176], [1.1475, 3.4325, 0.5562], [-1.0344, -1.0847, -2.5647], [-0.1083, 0.3014, -3.1360], [-1.7261, 0.5311, -2.4927], [-0.0030, 1.2042, -0.8088], [0.7317, -0.3992, -0.9316], [-1.3751, -1.4275, -0.0721], [-2.1166, 0.1700, 0.0049], [-0.1404, 0.8085, 1.5863], [-1.4454, -0.2215, 2.2306], [3.4844, -1.5319, 2.1521], [2.4904, 0.7586, 1.4299]], "forces_ev_per_angstrom": [[0.256, 0.080, 0.043], [-0.159, -0.521, -0.043], [0.149, 0.257, -0.033], [0.381, -0.554, 0.148], [-0.305, -0.205, -0.234], [-0.469, 0.126, 0.003], [-0.020, -0.045, -0.016], [-0.010, -0.086, -0.027], [0.034, 0.008, -0.169], [-0.210, 0.105, -0.019], [0.056, 0.116, 0.033], [-0.026, 0.124, 0.093], [-0.053, 0.051, -0.012], [-0.100, 0.008, -0.063], [-0.082, 0.026, 0.141], [-0.001, 0.154, 0.029], [0.412, -0.061, 0.131], [0.147, 0.418, -0.007]]}

---

[3]
{"formula": "C4H11FO2Si", "method": "wB97M-V/def2-TZVPD", "e_lumo_ev": 0.31, "e_above_lowest_kcal_mol": 62.6, "gap_ev": 10.2, "charge": 0, "e_homo_ev": -9.90, "species": ["C", "C", "C", "C", "O", "O", "F", "Si", "H", "H", "H", "H", "H", "H", "H", "H", "H", "H", "H"], "xyz": [[0.8299, -0.9347, -0.9071], [1.0028, 1.4229, -0.2976], [0.8073, -0.2276, 1.4739], [0.3635, 0.1138, 0.1112], [-2.1554, -1.7888, 0.3798], [-2.2531, 0.5987, -1.5016], [-1.9274, 1.7171, 0.7211], [-1.5003, 0.4035, -0.1434], [0.6863, -0.5601, -1.8928], [1.8705, -1.1848, -0.7987], [0.2730, -1.9212, -0.8028], [0.6543, 2.1455, 0.3873], [0.7670, 1.6304, -1.2692], [2.1680, 1.6635, -0.4467], [0.5889, 0.5838, 2.1334], [0.3304, -1.2274, 2.0167], [1.8811, -0.2232, 1.4408], [-1.7459, -1.9620, 1.2775], [-2.6407, -0.2494, -1.8817]], "forces_ev_per_angstrom": [[-1.399, -1.884, 0.709], [2.898, 0.607, 0.946], [-1.365, -2.333, 2.506], [0.332, -0.606, -2.043], [1.388, 3.442, 0.639], [-1.471, -1.776, -2.421], [0.250, -1.313, -0.341], [0.423, -2.783, 3.641], [-0.153, 0.161, -1.002], [0.618, 0.185, 0.247], [0.484, 1.237, -0.125], [-0.328, 1.421, 0.441], [-1.449, 0.983, -2.616], [-1.921, -1.598, 1.176], [-0.416, 0.583, 0.724], [1.431, 2.424, -1.731], [0.653, -0.708, 0.180], [-0.698, 0.384, -1.522], [0.722, 1.575, 0.591]]}

---

[4]
{"formula": "C4H11HgO3", "method": "wB97M-V/def2-TZVPD", "e_lumo_ev": [0.86, -1.30], "s_squared": 0.75, "gap_ev": [8.5, 7.8], "charge": 0, "multiplicity": 2, "e_homo_ev": [-7.66, -9.13], "species": ["O", "C", "C", "O", "C", "Hg", "H", "H", "H", "H", "H", "H", "H", "O", "H", "C", "H", "H", "H"], "xyz": [[1.3906, 1.0302, 0.4519], [1.7906, -0.3062, 0.5453], [0.7420, -1.2893, 0.0556], [0.4233, -1.0145, -1.3017], [-0.5285, -1.9064, -1.8428], [-0.0186, 1.2218, -1.4219], [2.0327, -0.5955, 1.5867], [2.7119, -0.4475, -0.0468], [-0.1755, -1.2046, 0.6645], [1.1297, -2.3191, 0.1465], [-0.7201, -1.6033, -2.8798], [-0.1463, -2.9397, -1.8346], [-1.4712, -1.8685, -1.2716], [-0.9719, 1.4029, 0.5307], [0.3151, 1.1957, 0.7129], [-1.5021, 2.4257, 1.3002], [-2.3752, 2.9028, 0.8113], [-1.8543, 2.0758, 2.2942], [-0.7721, 3.2396, 1.4993]], "forces_ev_per_angstrom": [[0.079, 0.049, 0.320], [0.372, -0.390, 0.172], [-0.069, -0.415, 0.620], [0.418, -0.967, -0.025], [-0.455, -0.378, -0.238], [-0.424, 1.669, -2.055], [-0.094, 0.140, -0.255], [-0.258, 0.090, 0.146], [0.192, -0.019, -0.159], [-0.089, 0.256, -0.080], [0.075, -0.063, 0.314], [-0.049, 0.289, 0.029], [0.244, -0.004, -0.143], [-0.178, -0.582, 0.771], [0.455, -0.183, 0.618], [-0.509, 1.130, 0.403], [0.304, -0.217, 0.128], [0.189, -0.086, -0.446], [-0.201, -0.319, -0.119]]}